# C33H38N3P2PtSe

A molecular structure, C33H38N3P2PtSe (ωB97M-V with the def2-TZVPD basis set, the Open Molecules 2025 dataset).

Element x y z (Å)
Pt -1.8999 0.7875 1.2980
C -0.0816 0.7211 5.1664
C -0.1949 -0.6236 5.5262
C -0.7908 -1.5034 4.6510
C -1.2852 -1.0505 3.4196
C -1.1869 0.3029 3.0505
C -0.5581 1.1789 3.9532
C -1.8700 -1.9399 2.4327
C -2.1608 -3.3054 2.7021
C -2.6952 -4.0936 1.7401
C -2.9919 -3.5375 0.4723
C -3.5814 -4.2875 -0.5668
C -3.8890 -3.7013 -1.7637
C -3.6112 -2.3350 -1.9595
C -3.0238 -1.5928 -0.9721
C -2.6940 -2.1726 0.2688
N -2.1132 -1.3992 1.2435
H 0.3881 1.4216 5.8481
H 0.1892 -0.9746 6.4763
H -0.8532 -2.5510 4.9193
H -0.4682 2.2196 3.6877
H -1.9511 -3.7075 3.6819
H -2.9145 -5.1383 1.9294
H -3.7974 -5.3356 -0.3917
H -4.3495 -4.2800 -2.5546
H -3.8577 -1.8667 -2.9046
H -2.7882 -0.5543 -1.1217
C -2.0613 1.7035 -1.7697
P -0.2326 1.9225 -1.7062
C 0.3496 0.3604 -0.8969
N -0.0244 -0.7590 -1.4583
C 0.4049 -1.9359 -0.9272
C -0.0323 -3.1618 -1.4732
C 0.3935 -4.3400 -0.9232
C 1.2768 -4.3382 0.1779
C 1.7214 -3.1583 0.7101
C 1.2841 -1.9324 0.1638
N 1.7175 -0.7625 0.7046
C 1.2678 0.3754 0.2399
P 1.6537 1.8047 1.4089
C 3.0780 1.0257 2.2853
C 2.5167 3.2494 0.5415
C 3.2849 2.8694 -0.7138
C 3.4983 3.8482 1.5617
C 1.4795 4.3366 0.2442
C 0.1827 1.5813 -3.5399
C 1.6283 1.0988 -3.6761
C -0.7140 0.5854 -4.2820
C 0.0553 2.9530 -4.2158
H -2.3805 1.0315 -2.5661
H -2.5005 2.6925 -1.9087
H -2.5274 1.3423 -0.8433
H -0.7178 -3.1369 -2.3108
H 0.0470 -5.2825 -1.3293
H 1.6012 -5.2803 0.6026
H 2.3969 -3.1272 1.5557
H 3.3944 1.7005 3.0790
H 3.9271 0.7905 1.6388
H 2.7265 0.1061 2.7413
H 3.9582 2.0254 -0.5415
H 3.8843 3.7179 -1.0644
H 2.5891 2.6063 -1.5042
H 4.3837 3.2288 1.7026
H 3.0230 4.0067 2.5328
H 3.8253 4.8244 1.1914
H 0.7200 4.0034 -0.4596
H 1.9868 5.2148 -0.1721
H 0.9578 4.6323 1.1561
H 1.7608 0.1042 -3.2477
H 2.3371 1.7743 -3.2039
H 1.8895 1.0445 -4.7383
H -0.8150 -0.3494 -3.7314
H -0.2676 0.3682 -5.2586
H -1.7075 0.9952 -4.4710
H 0.7741 3.6644 -3.8046
H -0.9453 3.3717 -4.0807
H 0.2360 2.8590 -5.2921
Se -2.2553 3.0641 1.6400

Atoms 1-3, force components in eV/Å:
-0.41 0.02 0.86
0.00 -0.01 -0.02
0.01 0.01 0.02

Properties
Kohn-Sham gap (alpha / beta)   0.18281 / 0.18279 Eh
ΔE to the lowest compared entry with this formula, charge and spin   112.0 kJ/mol
Spin multiplicity   1
Total charge   -1
Electronic energy   -4648.08957 a.u.